(1)
Formula: C20H26FN5O3
Source: the OMol25 dataset
Level of theory: ωB97M-V/def2-TZVPD

Geometry as XYZ:
```
55
Properties=species:S:1:pos:R:3:forces:R:3:lowdin_charge:R:1
C -0.431 -0.497 2.432 0.00 0.00 0.00 -0.05
C -0.932 -1.194 1.175 0.00 0.01 -0.01 -0.27
C -0.704 -2.698 1.282 0.00 -0.01 0.00 -0.10
N -1.275 -3.370 0.122 -0.01 0.01 0.00 -0.01
C -2.448 -4.037 0.249 0.01 -0.01 0.00 -0.41
O -3.009 -4.216 1.318 0.00 0.00 0.00 0.07
C -3.083 -4.530 -1.019 0.00 0.00 0.00 -0.19
N -2.920 -5.772 -1.432 0.00 0.00 0.00 0.12
N -3.659 -5.853 -2.548 0.00 0.00 0.00 -0.01
C -4.279 -4.698 -2.859 0.00 0.00 0.00 -0.03
C -3.931 -3.792 -1.883 0.00 0.00 0.00 -0.13
C -4.287 -2.373 -1.776 0.01 0.00 0.00 -0.18
C -4.384 -1.563 -2.905 -0.01 0.00 0.00 -0.02
C -4.654 -0.213 -2.748 0.01 0.00 0.00 -0.15
N -4.823 0.375 -1.565 0.00 0.00 0.00 0.06
C -4.744 -0.406 -0.490 0.00 0.00 0.00 -0.14
C -4.488 -1.768 -0.537 0.00 0.00 0.00 -0.01
C -0.659 -2.998 -1.141 0.01 0.00 0.00 -0.11
C -0.721 -1.482 -1.350 0.00 0.00 0.00 -0.08
C -0.381 -0.587 -0.142 -0.02 0.01 -0.05 -0.21
N 0.986 -0.025 -0.061 0.03 -0.02 0.06 -0.03
C 1.066 1.352 0.441 -0.01 0.01 0.00 -0.05
C 2.224 -0.571 -0.243 -0.01 -0.01 0.03 -0.41
O 3.224 0.063 0.060 0.01 0.01 -0.05 0.06
C 2.438 -1.936 -0.880 0.00 -0.01 0.01 -0.12
O 2.244 -2.944 0.091 0.00 0.00 -0.01 -0.15
C 2.755 -4.193 -0.323 0.00 0.00 0.00 -0.20
C 2.344 -5.245 0.669 0.00 0.00 0.00 -0.17
F 2.991 -5.045 1.880 0.00 0.00 0.00 -0.04
H 0.651 -0.602 2.532 0.00 0.00 0.00 0.09
H -0.673 0.565 2.432 0.00 -0.01 0.01 0.08
H -0.892 -0.945 3.312 -0.01 0.00 0.00 0.09
H -2.019 -1.058 1.111 0.00 -0.01 0.01 0.14
H 0.361 -2.923 1.337 0.00 0.00 0.00 0.12
H -1.196 -3.088 2.170 0.00 0.00 0.00 0.13
H -3.718 -6.732 -3.030 0.00 0.00 0.00 0.15
H -4.926 -4.609 -3.716 0.00 0.00 0.00 0.13
H -4.219 -1.971 -3.894 0.00 0.00 0.00 0.11
H -4.725 0.432 -3.617 0.00 0.00 0.00 0.10
H -4.896 0.082 0.467 0.00 0.00 0.00 0.11
H -4.448 -2.349 0.376 -0.01 0.00 0.00 0.11
H 0.363 -3.367 -1.129 0.01 0.00 0.00 0.09
H -1.175 -3.495 -1.959 0.00 0.00 0.00 0.13
H -0.123 -1.189 -2.215 0.00 0.00 0.00 0.12
H -1.757 -1.246 -1.602 0.00 0.00 0.00 0.10
H -0.978 0.310 -0.311 0.00 0.00 0.00 0.13
H 1.705 1.944 -0.212 -0.01 0.00 0.00 0.09
H 0.068 1.782 0.463 0.00 0.00 0.00 0.09
H 1.497 1.393 1.441 0.00 0.00 -0.01 0.09
H 1.797 -2.104 -1.752 -0.01 0.00 0.00 0.11
H 3.478 -1.925 -1.214 0.00 0.00 0.00 0.13
H 2.350 -4.472 -1.308 0.00 0.00 0.00 0.13
H 3.847 -4.149 -0.404 0.00 0.00 0.00 0.14
H 1.268 -5.207 0.851 0.00 0.00 0.00 0.12
H 2.618 -6.235 0.299 0.00 0.00 0.00 0.12
```
Positions in Å, forces in eV/Å.

Its spin multiplicity is 1. As for the energy: -37472.217 eV. The LUMO energy is 0.451 eV. Its energy relative to the best compared isomer or geometry (same formula, charge and spin) is 0.898 eV. For the HOMO-LUMO gap, the calculation gives 9.64 eV.


(2)
Formula: C17H20ClF2OP
Source: the OMol25 dataset
Level of theory: ωB97M-V/def2-TZVPD

Geometry as XYZ:
```
42
Properties=species:S:1:pos:R:3:forces:R:3:lowdin_charge:R:1
O 5.669 1.080 1.092 0.14 -0.66 0.03 0.02
C 5.913 -0.105 1.094 -0.32 0.74 0.11 -0.32
C 4.971 -1.174 0.590 0.20 0.54 -0.62 -0.39
P 3.699 -0.617 -0.651 -0.38 -0.36 -0.15 0.92
C 2.245 -0.199 0.433 0.48 -0.22 -0.25 -0.45
C 1.192 -1.300 0.338 -0.01 0.12 0.39 -0.35
C -0.229 -0.909 0.741 0.00 -0.50 -0.17 -0.58
Cl -0.721 0.709 0.175 -0.11 0.07 0.01 0.59
H 6.885 -0.455 1.482 0.05 -0.12 0.04 0.11
H 4.449 -1.628 1.430 0.02 -0.12 0.16 0.08
H 5.564 -1.944 0.102 0.12 -0.21 0.19 0.06
H 4.149 0.685 -0.929 0.17 0.07 0.26 -0.06
H 2.590 -0.081 1.458 -0.09 0.23 0.11 0.08
H 1.873 0.756 0.079 -0.18 0.10 0.01 0.03
H 1.187 -1.755 -0.649 -0.05 0.19 -0.21 0.08
H 1.485 -2.094 1.028 -0.03 -0.20 -0.05 0.11
H -0.394 -0.969 1.812 0.07 0.32 0.10 0.07
H -0.923 -1.604 0.279 -0.10 -0.03 0.03 0.05
F 0.513 2.885 -2.970 0.01 -0.02 -0.01 0.05
C 0.198 4.090 -2.455 -0.02 0.10 0.05 -0.28
C -0.612 4.148 -1.339 -0.05 -0.10 0.06 -0.02
C -0.928 5.391 -0.812 0.04 0.05 -0.06 -0.08
C -0.440 6.548 -1.402 -0.01 0.03 0.02 -0.10
C 0.371 6.462 -2.525 -0.04 -0.03 0.05 -0.09
C 0.698 5.225 -3.060 0.08 0.01 -0.10 -0.02
H -0.982 3.234 -0.897 0.01 0.01 -0.02 0.07
H -1.558 5.454 0.065 -0.02 -0.01 0.01 0.11
H -0.690 7.515 -0.988 0.00 0.01 0.00 0.10
H 0.752 7.362 -2.989 0.02 0.01 -0.01 0.10
H 1.333 5.134 -3.931 -0.01 -0.02 0.00 0.12
F -3.130 -2.038 2.219 0.02 0.03 0.04 0.05
C -3.579 -3.183 1.668 -0.03 -0.09 -0.08 -0.29
C -3.898 -4.243 2.492 0.02 0.00 0.13 -0.02
C -4.357 -5.418 1.915 0.00 0.03 -0.08 -0.08
C -4.486 -5.518 0.537 -0.01 -0.03 -0.01 -0.10
C -4.158 -4.438 -0.270 0.00 -0.04 0.06 -0.08
C -3.701 -3.256 0.295 0.03 0.10 -0.09 -0.02
H -3.786 -4.144 3.563 0.00 0.02 0.00 0.12
H -4.615 -6.258 2.546 0.00 -0.01 0.02 0.10
H -4.844 -6.437 0.093 0.00 -0.01 -0.01 0.10
H -4.257 -4.513 -1.344 0.00 0.01 -0.02 0.11
H -3.448 -2.398 -0.314 0.00 0.01 0.02 0.12
```
Positions in Å, forces in eV/Å.

Its spin multiplicity is 1. As for the energy: -47246.162 eV. The LUMO energy is 0.809 eV. For the HOMO-LUMO gap, the calculation gives 9.67 eV.


(3)
Formula: CH5NOSi
Source: the OMol25 dataset
Level of theory: ωB97M-V/def2-TZVPD

Geometry as XYZ:
```
9
Properties=species:S:1:pos:R:3:forces:R:3:lowdin_charge:R:1
C -1.446 -0.242 -0.026 -1.01 -0.94 -0.06 -0.37
N -1.692 1.065 0.033 -0.33 0.57 0.02 0.09
O -2.212 -1.172 -0.043 0.67 0.86 0.02 0.04
Si 1.985 -0.674 0.003 -0.36 0.20 0.09 0.60
H -2.639 1.447 0.059 0.29 -0.31 0.00 0.11
H -0.935 1.726 0.032 0.03 -0.15 0.00 0.08
H 2.537 0.182 1.045 0.30 0.14 0.23 -0.19
H 2.103 -2.099 0.244 0.19 -0.41 0.04 -0.18
H 2.300 -0.232 -1.347 0.22 0.04 -0.35 -0.19
```
Positions in Å, forces in eV/Å.

Its spin multiplicity is 3. As for the energy: -12529.344 eV. Its expectation value of S² is 2.005. The LUMO energy (alpha / beta) is 0.897 / -1.330 eV. Its energy relative to the best compared isomer or geometry (same formula, charge and spin) is 0.000 eV. For the HOMO-LUMO gap (alpha / beta), the calculation gives 7.88 / 9.73 eV.


(4)
Formula: C23H20F2NO
Source: the OMol25 dataset
Level of theory: ωB97M-V/def2-TZVPD

Geometry as XYZ:
```
47
Properties=species:S:1:pos:R:3:forces:R:3:lowdin_charge:R:1
F -2.967 -3.548 -0.295 1.28 0.22 1.06 0.06
C -1.917 -3.411 0.591 -1.18 0.47 -0.77 -0.20
C -1.117 -4.525 0.825 0.47 0.40 0.57 0.07
C -0.059 -4.385 1.736 -0.12 -0.23 -0.21 -0.03
C 0.165 -3.179 2.371 -0.14 0.58 0.15 0.01
C -0.657 -2.032 2.129 -0.13 -0.85 -0.31 -0.17
C -0.307 -0.862 2.846 -0.09 0.25 -0.41 0.13
C -0.812 0.462 2.810 -0.22 0.67 0.24 -0.17
C -0.071 1.428 3.561 -0.03 -0.56 -0.08 0.01
C -0.443 2.756 3.609 -0.06 0.26 -0.07 -0.03
C -1.575 3.204 2.910 0.50 -0.52 0.22 0.07
C -2.300 2.264 2.187 -1.29 -0.21 -0.85 -0.20
F -3.421 2.693 1.509 1.39 -0.54 0.83 0.07
C -1.973 0.917 2.116 0.19 0.34 0.19 0.10
C -1.725 -2.173 1.189 0.28 -0.40 0.11 0.10
H -1.307 -5.467 0.318 -0.05 0.20 0.04 0.14
H 0.593 -5.231 1.947 -0.19 0.19 -0.09 0.13
H 0.988 -3.064 3.078 -0.21 -0.19 -0.20 0.13
H 0.563 -0.987 3.501 -0.28 0.02 -0.15 0.13
H 0.813 1.076 4.094 -0.24 0.24 -0.09 0.13
H 0.154 3.460 4.186 -0.19 -0.14 -0.16 0.13
H -1.877 4.248 2.930 -0.03 -0.20 -0.05 0.14
H -2.608 0.241 1.554 0.00 0.46 0.23 0.11
H -2.374 -1.344 0.929 0.08 -0.50 -0.05 0.11
C -6.644 -2.716 0.850 -0.19 0.69 0.37 -0.06
O -7.068 -1.434 1.359 0.16 -0.53 -0.25 -0.09
C -6.415 -0.927 2.436 0.92 -0.15 0.76 -0.27
C -5.329 -1.583 3.073 -0.83 0.16 -0.92 0.02
C -4.734 -0.972 4.175 -0.12 1.08 0.44 -0.19
C -5.225 0.288 4.628 0.34 -0.75 -0.18 -0.21
N -4.464 0.639 5.731 -0.07 0.59 0.26 0.11
C -3.521 -0.321 5.994 -0.50 -0.73 -1.14 -0.33
C -2.589 -0.221 7.134 0.40 -0.07 0.33 -0.03
C -3.650 -1.326 5.043 0.14 0.42 0.46 -0.01
C -6.286 0.943 4.008 -0.17 -0.05 -0.24 -0.02
C -6.882 0.336 2.908 0.41 -0.49 0.05 0.00
H -7.299 -2.917 0.005 0.08 -0.03 0.09 0.09
H -5.601 -2.677 0.516 -0.12 0.00 0.02 0.08
H -6.759 -3.494 1.615 0.00 0.11 -0.13 0.10
H -4.948 -2.552 2.739 -0.30 0.32 0.02 0.10
H -4.590 1.484 6.279 0.02 -0.42 -0.22 0.17
H -1.964 -1.120 7.139 -0.06 0.21 0.13 0.08
H -1.930 0.654 7.044 -0.15 -0.15 0.10 0.08
H -3.115 -0.165 8.098 0.14 0.02 -0.26 0.09
H -3.069 -2.238 4.990 -0.03 0.12 0.15 0.10
H -6.638 1.904 4.387 0.01 -0.25 -0.18 0.11
H -7.717 0.794 2.380 0.21 -0.08 0.17 0.12
```
Positions in Å, forces in eV/Å.

Its spin multiplicity is 1. As for the energy: -33140.375 eV. Its charge is +1. The LUMO energy is -6.287 eV. Its energy relative to the best compared isomer or geometry (same formula, charge and spin) is 0.801 eV. For the HOMO-LUMO gap, the calculation gives 3.65 eV.


(5)
Formula: C36H48BaF2N2Si3
Source: the OMol25 dataset
Level of theory: ωB97M-V/def2-TZVPD

Geometry as XYZ:
```
92
Properties=species:S:1:pos:R:3:forces:R:3:lowdin_charge:R:1
Ba -0.177 -0.382 0.246 1.14 0.14 -1.20 1.13
C -0.452 2.713 3.314 0.06 0.06 0.05 -0.29
Si -1.649 1.622 2.256 -0.34 0.14 0.33 0.41
C -3.040 2.921 1.897 -0.06 0.07 0.02 -0.31
C -2.462 0.588 3.699 -0.07 0.02 0.10 -0.33
C -3.119 1.306 4.714 0.00 -0.08 0.02 -0.15
C -3.723 0.692 5.801 0.04 -0.06 -0.06 -0.14
C -3.671 -0.694 5.908 0.04 0.06 -0.07 -0.13
C -3.021 -1.422 4.922 -0.01 0.05 0.04 -0.14
C -2.415 -0.823 3.805 -0.06 0.01 0.06 -0.33
Si -1.609 -2.012 2.484 -0.42 -0.25 0.61 0.40
C -3.112 -3.194 2.181 -0.03 -0.09 0.00 -0.31
C -0.507 -3.118 3.624 0.00 -0.06 0.09 -0.31
H -0.934 3.123 4.212 0.00 -0.02 -0.06 0.00
H -0.073 3.556 2.723 -0.01 -0.03 0.04 -0.02
H 0.415 2.125 3.639 -0.04 0.05 0.00 0.00
H -3.354 3.498 2.779 0.02 -0.03 -0.06 -0.01
H -3.929 2.425 1.490 0.04 0.04 0.01 0.00
H -2.686 3.635 1.142 -0.02 -0.03 0.02 -0.01
H -3.158 2.391 4.654 0.00 -0.03 -0.01 0.07
H -4.226 1.285 6.559 0.00 0.01 0.01 0.08
H -4.132 -1.200 6.751 0.00 -0.01 0.01 0.08
H -2.987 -2.505 5.024 0.00 0.03 -0.02 0.07
H -3.464 -3.693 3.096 0.02 0.04 -0.05 0.00
H -2.851 -3.970 1.452 -0.02 0.03 0.04 -0.01
H -3.952 -2.625 1.767 0.02 -0.04 0.00 0.00
H -1.058 -3.590 4.451 0.03 0.04 -0.06 -0.01
H 0.300 -2.517 4.057 -0.02 -0.05 -0.02 0.00
H -0.039 -3.917 3.036 -0.02 0.03 0.03 -0.01
C 2.582 -0.157 1.713 -0.16 0.04 0.06 -0.36
Si 3.822 0.572 0.673 -0.05 -0.01 -0.10 0.50
C 3.864 -0.314 -1.019 0.01 0.04 -0.07 -0.26
N 2.600 -0.260 -1.761 -0.10 -0.05 0.07 -0.22
C 2.364 1.078 -2.337 -0.04 -0.11 -0.01 -0.21
C 1.743 1.005 -3.724 0.00 -0.03 0.03 -0.19
C 2.672 0.259 -4.684 0.06 -0.02 0.03 -0.19
C 3.185 -1.060 -4.059 0.03 0.06 0.01 -0.17
C 2.460 -1.339 -2.745 0.08 0.05 -0.04 -0.20
C 3.502 2.427 0.404 -0.07 0.10 0.10 -0.25
C 4.381 3.256 -0.300 -0.06 0.01 0.02 -0.12
C 4.099 4.600 -0.513 -0.04 -0.02 0.00 -0.11
C 2.923 5.150 -0.013 0.01 -0.08 0.01 -0.12
C 2.041 4.350 0.703 0.05 -0.03 -0.02 -0.10
C 2.331 3.005 0.909 0.07 0.00 -0.09 -0.09
C 5.668 0.522 1.222 0.00 -0.07 0.15 -0.22
C 6.225 1.535 2.011 0.05 0.01 -0.06 -0.10
C 7.483 1.409 2.588 -0.02 -0.01 -0.02 -0.11
C 8.228 0.253 2.394 -0.02 0.02 -0.03 -0.13
C 7.700 -0.771 1.619 -0.02 0.02 0.00 -0.12
C 6.440 -0.633 1.049 0.02 0.04 -0.09 -0.11
H 2.405 0.381 2.652 -0.08 -0.04 -0.04 -0.05
H 2.749 -1.218 1.934 -0.05 0.00 -0.06 -0.05
H 4.060 -1.366 -0.776 0.00 0.03 0.00 0.08
H 4.712 0.027 -1.646 0.02 -0.01 0.04 0.08
H 3.315 1.626 -2.415 0.05 -0.01 0.01 0.11
H 1.726 1.665 -1.669 0.06 0.01 0.02 0.08
H 1.577 2.022 -4.087 -0.05 0.04 0.01 0.10
H 0.768 0.519 -3.675 -0.06 -0.03 0.00 0.10
H 3.522 0.909 -4.917 0.00 -0.01 -0.04 0.10
H 2.153 0.064 -5.625 -0.02 0.00 -0.01 0.10
H 4.263 -0.998 -3.874 -0.03 0.00 -0.01 0.09
H 3.026 -1.903 -4.737 0.03 0.01 -0.01 0.10
H 2.836 -2.256 -2.289 -0.01 0.01 0.03 0.12
H 1.407 -1.510 -2.948 -0.19 -0.02 -0.01 0.09
H 5.306 2.841 -0.693 -0.01 0.00 0.01 0.10
H 4.795 5.220 -1.069 0.00 0.00 0.00 0.09
H 2.697 6.197 -0.182 0.00 0.02 0.01 0.09
H 1.123 4.768 1.101 0.00 -0.01 -0.01 0.09
H 1.633 2.385 1.464 0.02 0.04 -0.02 0.06
H 5.656 2.445 2.177 0.01 -0.03 0.03 0.10
H 7.882 2.212 3.200 -0.01 0.01 -0.02 0.09
H 9.211 0.152 2.842 -0.02 -0.01 0.01 0.08
H 8.268 -1.683 1.471 0.00 0.00 -0.03 0.09
H 6.043 -1.451 0.454 0.03 0.00 0.05 0.09
C -2.541 4.832 -5.033 0.02 0.01 -0.01 -0.06
C -1.918 4.090 -3.881 -0.03 0.04 -0.03 -0.28
C -0.678 4.447 -3.371 0.05 0.04 0.02 -0.04
C -0.156 3.739 -2.298 0.09 0.05 0.01 -0.14
N -0.787 2.726 -1.715 0.02 -0.21 0.08 0.08
C -1.980 2.388 -2.198 0.03 -0.02 0.03 -0.12
C -2.576 3.032 -3.271 -0.07 -0.06 0.02 -0.03
H -1.781 5.319 -5.645 -0.01 -0.02 0.01 0.07
H -3.220 5.606 -4.668 -0.01 -0.01 0.00 0.08
H -3.117 4.156 -5.665 0.00 0.01 0.00 0.07
H -0.117 5.267 -3.805 0.02 -0.02 0.01 0.10
H 0.817 3.992 -1.885 -0.03 0.00 -0.03 0.10
H -2.477 1.561 -1.703 -0.02 0.00 -0.04 0.11
H -3.543 2.703 -3.632 0.03 -0.02 0.02 0.11
F -0.594 -2.957 -2.587 0.03 0.07 0.00 -0.22
C -1.314 -1.735 -2.316 0.16 0.18 0.07 -0.38
F -1.091 -0.985 -3.549 0.02 -0.03 0.01 -0.24
H -2.350 -2.072 -2.480 -0.12 0.00 0.04 0.00
```
Positions in Å, forces in eV/Å.

Its spin multiplicity is 1. As for the energy: -70852.111 eV. Its charge is -2. The LUMO energy is 3.851 eV. Its energy relative to the best compared isomer or geometry (same formula, charge and spin) is 0.171 eV. For the HOMO-LUMO gap, the calculation gives 4.55 eV.


(6)
Formula: C3H9S2
Source: the OMol25 dataset
Level of theory: ωB97M-V/def2-TZVPD

Geometry as XYZ:
```
14
Properties=species:S:1:pos:R:3:forces:R:3:lowdin_charge:R:1
S -0.347 -0.616 2.190 0.00 -0.07 0.56 -0.02
H -0.380 -1.091 3.439 -0.02 -0.05 0.17 -0.45
C -0.713 -1.484 -0.856 0.13 -0.03 -0.45 -0.25
C 0.636 -0.779 -0.904 0.06 0.01 -0.47 -0.62
S 0.488 0.934 -1.494 0.17 0.12 0.15 0.71
C -0.055 1.762 0.025 0.08 -0.03 -0.29 -0.49
H -0.617 -2.472 -0.407 -0.02 0.01 0.05 0.05
H -1.139 -1.577 -1.864 0.09 0.01 0.07 0.06
H -1.398 -0.913 -0.237 -0.07 -0.08 0.08 0.00
H 1.332 -1.225 -1.622 -0.18 -0.17 -0.02 0.05
H 1.125 -0.810 0.067 -0.13 0.19 0.09 -0.01
H -0.996 1.341 0.366 -0.03 0.12 0.06 -0.02
H 0.678 1.624 0.815 -0.02 0.01 0.01 -0.01
H -0.160 2.822 -0.212 -0.07 -0.02 -0.01 0.01
```
Positions in Å, forces in eV/Å.

Its spin multiplicity is 1. As for the energy: -24928.445 eV. Its charge is -1. The LUMO energy is 3.408 eV. Its energy relative to the best compared isomer or geometry (same formula, charge and spin) is 0.303 eV. For the HOMO-LUMO gap, the calculation gives 6.20 eV.